Computed, not measured: 10 unconnected molecules or ions with the total composition C47H99BrClN3O14P2S9, with ωB97M-V with the def2-TZVPD basis set.

Results
Gap between HOMO and LUMO   7.415 eV
Charge   0
Strongest force on any atom   0.08629 Eh/bohr
E_tot   -10368.02073 hartree

The geometry in XYZ format:
```
176
Properties=species:S:1:pos:R:3:forces:R:3:mulliken_charge:R:1
C -1.500528 7.878323 -0.367881 -0.96 -3.46 -0.79 -1.1370
C -1.893027 6.518931 -0.665053 1.33 4.06 0.59 0.4201
C -3.016478 5.788065 0.112403 1.34 1.03 0.21 -1.3429
C -2.724317 4.347105 0.681986 -0.71 -0.55 -0.54 0.4030
C -1.579714 4.271192 1.786716 -0.18 -0.02 1.40 0.5239
C -1.102560 5.648558 2.394655 1.63 -0.22 -1.91 -0.0479
O -0.137959 6.153879 1.898366 -0.98 -0.29 0.85 -0.4293
Br -1.872758 6.600633 3.929811 -0.04 -0.43 -0.11 -0.1496
N -4.073240 3.888543 1.198591 -1.10 0.65 1.00 -0.0602
P -4.476299 4.550813 2.743639 1.04 0.28 1.16 0.4411
O -4.788486 3.272899 3.809842 0.06 0.61 -1.09 -0.4941
Cl -6.361021 5.517622 2.489044 0.47 -0.97 -0.32 -0.3310
C -2.379002 3.245474 -0.445214 -1.77 -0.50 -1.11 1.4153
O -1.136231 3.601565 -1.034312 -0.59 -0.79 0.31 -0.3227
C -0.841196 3.009423 -2.299251 1.20 0.87 -2.28 -0.1983
C 0.732996 2.931942 -2.547121 -1.12 -0.63 -0.88 -1.0535
C 1.341387 1.503834 -2.228537 0.80 0.75 0.30 -0.2041
C 2.501819 1.722448 -1.161274 -0.71 -0.38 0.11 -0.7432
C 2.894431 0.421546 -0.356428 -0.17 0.64 -0.59 -0.6930
C 1.600198 -0.068919 0.418596 0.24 0.53 -0.19 0.8593
C 1.799911 -0.307054 1.965347 -0.90 -0.98 -1.36 -0.4802
C 0.330960 -0.586081 2.566387 1.17 1.39 0.22 -0.0450
C 0.112862 0.497539 3.722533 -1.01 -1.57 -0.47 0.5644
C -0.995929 -0.021486 4.732733 0.65 0.78 0.23 -0.4046
C -1.218417 0.922301 5.999564 -0.23 0.35 -0.74 -0.9943
C -0.341851 2.235584 5.992964 -0.20 0.25 1.61 0.7235
C 1.152140 1.990019 6.486344 -0.45 -0.37 -0.51 -0.9823
N 2.164915 2.608078 5.616549 2.95 0.34 -1.75 0.4191
C 3.512299 2.170467 5.531066 1.43 1.21 -1.42 -0.7116
C 4.282223 2.991376 4.602882 -2.67 0.24 0.73 -0.3859
C 3.329578 4.030607 4.059984 -1.05 -3.25 2.83 -0.9746
C 2.086665 3.679263 4.726430 -0.06 1.39 -0.96 -0.0835
C -3.567182 3.099717 -1.500520 -0.59 -0.75 0.43 -0.2890
C -4.441231 1.911900 -1.441944 -1.22 1.53 -2.39 -0.7639
C -5.562301 1.811610 -2.421737 2.25 2.47 0.43 -0.6475
C -5.706091 2.934601 -3.360622 1.39 -0.96 1.92 -0.6412
C -4.735097 4.029538 -3.259278 -1.10 -0.73 -0.62 -0.2991
N -3.698696 4.146686 -2.385064 -1.74 -2.39 0.06 0.0944
P -1.976285 1.570097 0.431173 1.89 -0.37 2.00 0.5081
O -1.855877 0.332370 -0.702163 -0.57 0.87 0.56 -0.7128
O -3.206801 1.091570 1.468163 -0.08 0.08 -1.25 -0.6348
H -1.066211 8.533914 -1.172136 0.06 -1.10 1.03 0.2781
H -1.576256 8.321447 0.657873 -0.64 -0.35 -1.10 0.2254
H -1.347628 6.056833 -1.528899 -1.38 0.38 0.59 -0.0371
H -3.942439 5.830854 -0.537339 1.09 -0.51 0.60 0.3698
H -3.279002 6.450415 1.000187 0.33 -0.78 -0.78 0.5520
H -0.627545 3.801148 1.399612 -1.14 0.81 0.07 -0.0277
H -1.860258 3.613646 2.669307 -0.10 0.64 -1.08 0.1930
H -4.814305 4.236014 0.570436 0.54 -0.63 -0.03 0.5511
H -4.386969 3.553406 4.655926 -0.32 -0.09 -0.52 0.3386
H -1.227065 3.712001 -3.104787 0.14 -0.72 0.97 -0.1386
H -1.290709 2.010357 -2.526200 0.17 0.73 0.78 0.3839
H 1.227135 3.786613 -2.016294 -0.33 -0.90 -0.35 0.4388
H 0.861959 3.098023 -3.660773 -0.15 0.07 1.21 0.3738
H 0.532434 0.815681 -1.870812 0.77 0.65 -0.12 0.1939
H 1.761291 1.033085 -3.169943 -0.41 0.53 1.02 0.4556
H 2.083605 2.468647 -0.416943 0.64 -0.70 -0.72 0.2100
H 3.366752 2.196439 -1.702002 -0.67 -0.42 0.62 0.4084
H 3.738717 0.685681 0.349437 -0.98 -0.51 -0.64 0.2505
H 3.280133 -0.332427 -1.108723 -0.39 0.58 1.02 0.2267
H 1.141089 -0.952651 -0.125028 0.57 0.61 0.82 0.4351
H 0.825641 0.759573 0.329296 0.85 -0.79 0.12 -1.0043
H 2.249352 0.644174 2.382192 -0.38 -1.19 -0.26 0.2577
H 2.491639 -1.203366 2.091202 -0.91 1.47 0.16 -0.0825
H -0.424409 -0.369494 1.750991 0.65 -0.58 0.98 -0.2091
H 0.250270 -1.643302 2.931911 -0.08 0.98 -0.27 0.5800
H 1.117251 0.633721 4.202510 -1.12 0.22 -0.26 0.0133
H -0.269754 1.427804 3.211311 0.79 -0.66 0.60 -0.4123
H -0.660671 -1.025369 5.105476 -0.60 0.72 -0.55 0.3551
H -1.981025 -0.082252 4.184293 1.06 -0.38 0.49 0.0421
H -1.064658 0.326012 6.937375 -0.06 0.72 -0.70 0.3100
H -2.297047 1.256701 5.988841 1.03 -0.37 0.19 0.3057
H -0.801488 2.921972 6.769811 0.40 -0.59 -0.96 0.4578
H -0.402927 2.787359 5.021303 0.20 -0.73 0.80 -0.7013
H 1.333654 2.360107 7.528724 -0.44 -0.31 -0.83 0.3026
H 1.315740 0.869708 6.485533 0.08 1.24 -0.02 0.4451
H 3.929305 1.303383 6.097667 -0.82 0.92 -0.45 0.2934
H 5.359168 2.888603 4.309361 -1.50 -0.07 0.58 0.7305
H 3.505136 4.848776 3.331157 -0.28 -0.88 0.76 0.3874
H 1.094396 4.180699 4.589444 1.19 -0.46 0.20 0.4059
H -4.339018 1.062171 -0.733664 0.23 1.01 -0.45 0.2364
H -6.230764 0.919730 -2.401587 0.60 0.97 -0.13 0.3985
H -6.537167 2.914316 -4.115149 1.12 0.29 0.81 0.3478
H -4.859585 4.866815 -4.002673 0.27 -0.84 0.95 0.2752
H -1.043127 -0.154056 -0.443861 -0.53 0.36 -0.16 0.3901
H -2.983934 1.217318 2.405421 0.18 0.02 -0.56 0.2560
C 5.707175 -1.859543 4.652630 -0.06 0.04 0.14 -0.9064
S 5.793056 -2.021784 2.858823 -0.02 -0.07 -0.05 0.2876
O 4.527634 -1.468743 2.301306 0.45 -0.09 0.17 -0.4384
C 5.658944 -3.817452 2.821012 0.19 -0.08 0.19 -0.6740
H 5.735440 -0.798781 4.902644 0.00 -0.01 -0.12 0.2113
H 4.777016 -2.295173 5.021307 -0.01 -0.01 -0.10 0.2826
H 6.563963 -2.361090 5.105559 0.00 0.00 -0.06 0.4249
H 4.734069 -4.132174 3.300560 -0.01 0.10 -0.14 -0.0054
H 6.518594 -4.258479 3.330589 0.08 0.14 -0.02 0.4501
H 5.652080 -4.139490 1.780917 -0.10 0.09 0.05 0.2538
C 1.498312 -6.556010 1.106684 -0.06 -0.07 0.02 -0.9234
S 1.715593 -5.151508 2.213254 -0.04 -0.06 0.02 0.5250
O 3.022688 -4.512971 1.871593 -0.28 -0.24 -0.01 -0.4823
C 1.961536 -6.121505 3.709156 0.09 -0.16 0.04 -0.8767
H 1.366206 -6.178182 0.094340 0.13 0.01 0.06 0.1508
H 2.379301 -7.197609 1.139628 0.03 0.11 -0.05 0.3065
H 0.610559 -7.118742 1.402172 -0.01 0.10 0.11 0.4269
H 2.816232 -6.789493 3.583523 0.04 0.09 -0.12 0.3290
H 1.058751 -6.697847 3.922795 0.11 0.18 -0.05 0.3212
H 2.156085 -5.436645 4.534996 -0.05 0.05 -0.09 0.2837
C -4.714571 10.042696 -1.934791 0.06 0.10 0.07 -1.0229
S -4.624646 8.749666 -3.186617 0.11 -0.08 0.06 0.5746
O -3.192099 8.345940 -3.307537 -0.42 0.30 -0.01 -0.5711
C -5.020387 9.807856 -4.590393 0.07 0.11 -0.09 -1.0836
H -4.465374 9.602745 -0.969341 0.02 -0.08 -0.10 0.2742
H -4.002466 10.835865 -2.167293 0.02 -0.07 -0.06 0.3153
H -5.728191 10.444801 -1.898594 0.01 -0.06 -0.04 0.4169
H -4.292452 10.617107 -4.664025 0.04 -0.07 0.04 0.3245
H -6.025601 10.214456 -4.468642 0.01 -0.06 0.06 0.4264
H -4.982554 9.203508 -5.496811 0.04 -0.04 0.09 0.2982
C 8.328162 3.794921 1.545471 0.06 0.13 0.03 -0.9867
S 7.879013 2.282841 2.417594 -0.10 -0.07 -0.07 0.5743
O 7.128331 2.682373 3.642424 0.63 -0.01 -0.23 -0.6265
C 9.552381 1.850989 2.927882 0.13 0.05 0.10 -1.0166
H 7.415908 4.258288 1.171246 -0.02 -0.11 0.06 0.3077
H 8.831572 4.482486 2.226780 -0.03 -0.07 0.04 0.3043
H 8.980612 3.551010 0.705817 -0.04 -0.06 0.03 0.3660
H 9.980364 2.658143 3.524403 -0.08 0.02 -0.02 0.3168
H 10.166965 1.667378 2.045444 -0.07 0.00 -0.01 0.3821
H 9.503498 0.943261 3.528786 -0.10 0.04 -0.06 0.3026
C 2.188744 -6.282624 -3.881240 -0.08 -0.02 0.14 -0.7256
S 3.616662 -6.242586 -2.784619 -0.05 0.07 -0.08 0.3851
O 3.223240 -6.921338 -1.514807 -0.10 0.09 -0.16 -0.5468
C 3.578192 -4.466330 -2.479253 -0.01 0.09 0.10 -0.8742
H 2.004152 -7.316400 -4.168773 0.14 0.07 -0.09 0.0714
H 1.311526 -5.886721 -3.365431 0.09 0.05 0.09 0.3385
H 2.397376 -5.692726 -4.774487 0.04 -0.08 0.01 0.3750
H 2.616642 -4.182571 -2.048678 0.02 -0.07 0.02 0.2177
H 3.744637 -3.931764 -3.415702 0.01 -0.08 -0.01 0.4170
H 4.374748 -4.221124 -1.777058 -0.05 -0.09 -0.01 0.3142
C -0.136028 -10.639067 -6.765235 0.13 -0.23 -0.01 -0.9935
S 0.076486 -9.241315 -5.650177 -0.16 -0.02 -0.12 0.5856
O 1.380852 -8.595796 -5.988340 -0.02 -0.21 0.08 -0.6605
C 0.328775 -10.223086 -4.159490 0.10 -0.09 0.09 -0.9655
H -0.272066 -10.254278 -7.775004 -0.03 0.08 0.10 0.3113
H 0.750057 -11.275739 -6.734459 0.08 0.14 0.06 0.3682
H -1.018742 -11.205761 -6.473244 -0.01 0.14 -0.01 0.3626
H 1.184367 -10.887450 -4.290744 0.00 0.05 -0.06 0.3286
H -0.570789 -10.803461 -3.949316 -0.02 0.06 -0.08 0.3625
H 0.522414 -9.543343 -3.329224 0.00 0.03 -0.09 0.3176
C -1.626865 6.409380 -8.090644 0.07 -0.04 -0.12 -0.9759
S -2.319540 7.551588 -6.878417 0.17 -0.04 0.31 0.5370
O -1.637398 8.863855 -7.061796 -0.06 -0.22 -0.04 -0.6439
C -1.591929 6.756213 -5.429503 0.17 0.03 0.08 -0.5741
H -1.926206 6.740293 -9.084857 -0.03 0.05 0.08 0.3288
H -0.538212 6.408307 -8.020908 -0.04 0.07 0.06 0.2964
H -2.017000 5.406424 -7.910784 -0.02 0.05 0.04 0.3273
H -0.504497 6.732000 -5.523149 -0.03 0.02 -0.17 0.4429
H -1.983690 5.741495 -5.333661 -0.05 0.03 -0.05 0.2403
H -1.866449 7.332781 -4.544817 -0.11 -0.03 -0.21 0.0836
C -2.374104 -9.009306 3.843149 0.07 -0.11 -0.05 -0.9490
S -2.160965 -7.603994 4.951875 -0.06 0.03 -0.01 0.4079
O -0.856665 -6.964128 4.613862 -0.27 -0.27 0.09 -0.5665
C -1.912923 -8.576095 6.448391 0.10 -0.09 0.07 -0.9619
H -2.507169 -8.629831 2.830538 0.00 0.08 0.09 0.3089
H -1.490764 -9.648757 3.878161 0.01 0.07 0.05 0.2992
H -3.260009 -9.574079 4.136831 0.01 0.06 0.02 0.3930
H -1.057757 -9.241920 6.322965 -0.01 0.05 -0.07 0.3010
H -2.813091 -9.154367 6.661316 -0.01 0.06 -0.05 0.3886
H -1.720533 -7.891088 7.273662 -0.03 0.04 -0.11 0.3119
C -4.559779 -8.318120 -5.061951 0.07 0.12 0.03 -0.9232
S -4.423961 -9.594182 -6.327767 -0.06 0.00 0.03 0.4053
O -2.990401 -10.000184 -6.397821 -0.24 0.14 0.01 -0.4860
C -4.745743 -8.509317 -7.729497 0.07 0.10 -0.09 -0.9461
H -4.354178 -8.772720 -4.093401 0.00 -0.07 -0.09 0.3013
H -3.834258 -7.525924 -5.252487 0.02 -0.07 -0.05 0.2909
H -5.571735 -7.910671 -5.062509 0.01 -0.07 -0.03 0.3828
H -4.008521 -7.705463 -7.755493 0.02 -0.06 0.07 0.2961
H -5.751890 -8.095883 -7.647476 0.02 -0.06 0.04 0.3799
H -4.671231 -9.098738 -8.642971 0.01 -0.05 0.11 0.3134
```
Forces are in eV/Å.